ORCA calculation (ωB97M-V/def2-TZVPD) on C29H33Cl3GeN3P2SY as an isolated structure at a distorted geometry.

The geometry in XYZ format:
```
73
Properties=species:S:1:pos:R:3:forces:R:3:nbo_charge:R:1
Y 2.136258 0.285637 -0.740743 -0.6 -0.4 -0.4 1.51
Ge 5.605099 1.206454 -0.842516 0.7 0.2 -0.5 1.11
Cl 4.286187 -0.937446 -0.395856 0.1 -0.3 -0.1 -0.47
Cl 3.387309 2.420079 -0.460416 0.0 0.3 -0.2 -0.47
Cl 6.285589 1.487763 1.135302 0.1 0.0 0.4 -0.43
S 0.312518 1.654877 -2.431785 0.3 -0.2 0.3 -0.27
P 0.981073 -1.433780 1.316284 -0.8 -0.4 -0.2 1.02
P -0.102300 1.286934 0.896073 -0.9 -0.1 1.8 1.35
N -0.224210 0.930570 -4.932494 0.0 -0.1 0.1 -0.38
N -1.769477 0.191687 -3.366633 0.0 0.0 0.0 -0.39
N -0.374901 -0.346125 1.217873 0.5 0.4 -0.1 -1.23
C -3.496269 3.576593 1.025105 0.0 0.0 0.0 -0.20
C 1.335378 -3.806206 -0.080607 0.1 0.0 -0.1 -0.18
C 0.460582 -1.986329 -1.411652 0.0 0.0 0.3 -0.31
C 1.663905 1.280900 3.153173 0.1 0.0 0.1 -0.13
C -2.372987 -0.820239 -4.237755 -0.1 -0.3 -0.1 -0.42
C 2.146748 4.018547 2.806533 -0.1 0.1 -0.1 -0.19
C 1.319974 -2.545754 3.852273 0.0 0.1 0.0 -0.18
C -0.659978 -3.233841 2.631378 0.0 0.1 0.0 -0.15
C 1.371099 3.341884 1.885866 0.0 0.1 0.0 -0.16
C -2.093200 1.799529 2.661440 0.0 0.0 -0.1 -0.19
C -3.946625 3.289212 2.305029 0.0 0.0 0.0 -0.13
C 0.813608 -2.518681 -0.157920 0.1 0.3 0.2 -0.38
C -1.657683 2.080246 1.359752 0.2 0.0 -0.4 -0.45
C 1.217458 -4.008121 -2.480509 0.0 0.0 0.0 -0.16
C -0.639702 0.823665 -3.676247 0.1 0.1 0.1 0.43
C -1.042373 -4.013144 3.707606 -0.1 0.0 0.0 -0.20
C 1.157048 1.260670 -5.281823 0.2 0.2 -0.1 -0.41
C -1.154611 0.989550 -6.066582 -0.2 0.1 -0.3 -0.42
C 2.694762 3.331227 3.884754 0.0 0.0 0.0 -0.10
C 1.502372 -4.558275 -1.237749 0.0 0.0 0.1 -0.14
C -0.246680 -4.069334 4.848656 0.0 0.0 0.0 -0.14
C -2.492345 0.376488 -2.112917 0.0 0.0 0.1 -0.42
C 1.111144 1.975928 2.074879 -0.2 -0.2 -0.5 -0.42
C -2.342370 2.973560 0.544644 0.1 0.0 -0.1 -0.13
C 2.440061 1.974199 4.065015 0.0 -0.1 0.0 -0.20
C 0.682435 -2.730141 -2.568597 0.0 0.1 0.0 -0.19
C -3.246118 2.407722 3.122007 0.0 0.0 0.1 -0.18
C 0.930429 -3.339773 4.921500 0.1 0.0 0.0 -0.19
C 0.521828 -2.490142 2.711389 0.4 0.2 -0.1 -0.42
H 0.404204 -2.327494 -3.535394 0.0 0.0 0.0 0.23
H -1.135293 0.079794 -6.666178 0.0 0.0 0.0 0.23
H 1.862630 -5.575938 -1.164144 0.1 0.0 0.0 0.26
H -3.552135 0.499945 -2.336362 0.0 0.0 0.0 0.24
H 1.400776 0.774773 -6.225195 -0.1 0.0 0.0 0.24
H -2.166470 1.179356 -5.722240 0.1 0.0 0.0 0.23
H 0.945013 3.870263 1.039644 0.0 0.0 0.0 0.24
H -0.856297 1.820613 -6.704148 0.1 0.0 0.1 0.25
H -1.957191 -4.588347 3.657257 0.0 0.0 0.0 0.25
H 1.285152 2.337022 -5.409237 -0.1 0.0 0.0 0.24
H 2.839335 1.461290 4.930032 0.0 0.0 0.0 0.25
H -4.844676 3.764207 2.676730 0.0 0.0 0.0 0.25
H -1.649014 -1.203227 -4.950904 0.0 0.0 0.0 0.23
H -0.139720 -1.074788 -1.458427 0.1 0.1 -0.1 0.22
H 2.248155 -1.987777 3.898277 0.0 0.0 0.0 0.23
H -3.241831 -0.436259 -4.772103 0.0 0.0 0.0 0.24
H 1.449850 0.235880 3.325409 0.0 0.0 0.0 0.21
H -3.589066 2.204628 4.127649 0.0 0.0 0.0 0.25
H 1.611791 -4.219284 0.881788 0.0 -0.1 0.0 0.25
H 2.324020 5.078127 2.681400 0.0 0.0 0.0 0.26
H -1.280891 -0.629340 1.582406 -0.1 0.0 -0.2 0.45
H -0.542519 -4.694508 5.680399 0.0 0.0 0.0 0.25
H -1.972585 3.212601 -0.445484 0.0 0.0 0.0 0.22
H 1.550630 -3.392269 5.806017 0.0 0.0 0.0 0.25
H -1.266281 -3.217011 1.731944 0.0 0.0 0.0 0.21
H -2.147609 1.259162 -1.590177 0.0 0.1 0.0 0.23
H -4.037568 4.276019 0.402829 0.0 0.0 0.0 0.25
H 3.326704 3.853266 4.591182 0.0 0.0 0.0 0.26
H -2.706793 -1.648758 -3.613100 0.0 0.0 0.1 0.23
H 1.848136 0.909642 -4.523690 0.0 0.0 0.0 0.21
H -2.378814 -0.499891 -1.469199 0.0 0.0 0.0 0.20
H 1.395150 -4.585670 -3.377601 -0.1 0.0 0.0 0.25
H -1.527828 1.137383 3.306894 0.0 0.0 0.1 0.22
```
Positions in Å, forces in eV/Å.

Its spin multiplicity is 2. The molar mass is 785.49 g mol⁻¹. As for the total charge: +3. The total energy is -5865.1223 Ha. For the frontier orbital gap (alpha / beta), the calculation gives 8.0 / 5.2 eV. As for the expectation value of S²: 0.76.

=====

ORCA calculation (ωB97M-V/def2-TZVPD) on a 2-piece molecular cluster, C4H14N3 overall at a distorted geometry.

The geometry in XYZ format:
```
21
Properties=species:S:1:pos:R:3:forces:R:3:nbo_charge:R:1
N 0.494786 -0.398467 0.711588 -2.7 -0.1 -1.4 -0.53
N 0.738776 1.151241 2.509499 -3.8 -0.6 -5.7 -0.79
N 2.626095 0.054348 1.629355 -2.1 2.6 1.3 -0.80
C 1.234109 0.289755 1.518729 2.7 0.0 3.6 0.69
C -2.180793 -0.350565 -2.173347 1.9 -0.6 -1.1 -0.65
C -1.934551 0.907692 -1.393668 1.1 1.6 -0.2 -0.61
C 1.022001 -1.178744 -0.412341 -0.7 -1.8 2.8 -0.44
H -0.535724 -0.561931 0.932644 2.0 0.8 -0.4 0.45
H 0.700444 -1.095468 -1.377698 -2.7 1.0 -2.1 0.25
H 2.996213 0.713520 2.368892 0.1 -1.5 -1.6 0.42
H 0.848629 -2.211402 -0.115330 0.6 -0.2 -0.3 0.22
H -0.204346 1.641481 2.543677 1.6 -1.4 -1.1 0.44
H -0.857541 1.251102 -1.437163 -1.2 0.1 -0.7 0.20
H -1.291722 -0.821174 -2.654607 0.4 0.0 1.5 0.21
H -1.971109 0.729620 -0.344140 -0.6 -0.5 1.1 0.18
H 1.126717 1.275250 3.338966 2.9 0.2 4.2 0.40
H -2.638428 1.763272 -1.548891 0.7 -0.7 -0.2 0.24
H -2.740007 -1.062761 -1.651691 -0.6 -1.3 1.0 0.21
H 3.181738 -0.757365 1.345531 -0.9 0.5 0.1 0.45
H 1.992223 -0.966733 -0.660786 3.0 0.4 0.7 0.23
H -2.607508 -0.372674 -3.129220 -1.8 1.5 -1.3 0.24
```
Positions in Å, forces in eV/Å.

The molar mass is 104.18 g mol⁻¹. As for the total charge: +1. The total energy is -324.7796 Ha. For the frontier orbital gap, the calculation gives 11.0 eV.